Record 1
{
  "formula": "C3H4OS3",
  "method": "ωB97M-V/def2-TZVPD",
  "elements": ["C", "C", "C", "H", "H", "H", "H", "O", "S", "S", "S"],
  "positions_angstrom": [[-1.70, -0.29, 0.36], [0.37, 1.56, 0.37], [1.94, -0.03, -0.29], [-0.83, -0.71, 0.95], [0.96, 2.31, -0.17], [0.15, 2.08, 1.32], [1.55, 0.23, -1.25], [1.22, 0.48, 0.71], [-3.06, -1.11, 0.02], [-1.15, 1.09, -0.48], [3.26, -0.93, -0.12]],
  "relative_energy_kj_mol": 151.5,
  "lumo_energy_ev": -0.684,
  "homo_ev": -9.10,
  "orbital_gap_ev": 8.4,
  "e_tot_ha": -1386.4473,
  "smiles": "S=COCSC=S"
}



Record 2
{
  "formula": "C3H4P2",
  "method": "ωB97M-V/def2-TZVPD",
  "elements": ["C", "C", "C", "P", "P", "H", "H", "H", "H"],
  "positions_angstrom": [[0.05, -0.18, 1.51], [-0.18, 0.29, 0.27], [0.31, 0.63, -0.85], [1.46, -0.34, 2.45], [-1.70, 0.05, 1.19], [1.26, 0.36, -1.22], [-0.11, 1.49, -1.42], [1.06, -0.59, 3.71], [-1.50, -1.19, 0.69]],
  "relative_energy_kj_mol": 242.1,
  "lumo_energy_ev": -0.716,
  "homo_ev": -8.55,
  "orbital_gap_ev": 7.8,
  "e_tot_ha": -799.2506,
  "smiles": "[H]/P=C1\\PC1=C"
}



Record 3
{
  "formula": "C3H4S",
  "method": "ωB97M-V/def2-TZVPD",
  "elements": ["C", "C", "C", "S", "H", "H", "H", "H"],
  "positions_angstrom": [[-0.83, -0.51, -0.14], [-1.35, 0.69, -0.30], [0.37, -0.17, 0.63], [1.90, 0.13, -0.09], [-0.97, -1.25, -0.83], [-1.15, 1.70, 0.07], [0.45, 0.12, 1.73], [1.58, -0.72, -1.07]],
  "relative_energy_kj_mol": 331.7,
  "lumo_energy_ev": [0.214, 0.150],
  "homo_ev": [-8.25, -7.63],
  "orbital_gap_ev": [8.5, 7.8],
  "e_tot_ha": -514.7162
}



Record 4
{
  "formula": "C3H4S",
  "method": "ωB97M-V/def2-TZVPD",
  "elements": ["C", "C", "C", "S", "H", "H", "H", "H"],
  "positions_angstrom": [[0.56, -0.45, 0.28], [-0.63, -1.10, -0.14], [-0.03, 0.87, 0.36], [-1.62, 0.35, -0.28], [1.63, -0.72, 0.30], [-0.98, -2.13, 0.11], [0.43, 1.76, 0.83], [0.63, 1.42, -1.45]],
  "relative_energy_kj_mol": 418.8,
  "lumo_energy_ev": -0.801,
  "homo_ev": -8.36,
  "orbital_gap_ev": 7.6,
  "e_tot_ha": -514.6830
}



Record 5
{
  "formula": "C3H4S2",
  "method": "ωB97M-V/def2-TZVPD",
  "elements": ["C", "C", "C", "H", "H", "H", "H", "S", "S"],
  "positions_angstrom": [[1.12, -0.67, 0.24], [-0.08, 0.34, 0.40], [-1.05, 0.42, -0.72], [1.09, -1.63, 0.81], [-0.98, 0.45, 1.18], [0.61, 1.42, 0.60], [-0.95, 0.83, -1.67], [2.44, -0.44, -0.52], [-2.21, -0.72, -0.33]],
  "relative_energy_kj_mol": 307.0,
  "lumo_energy_ev": -0.952,
  "homo_ev": -8.83,
  "orbital_gap_ev": 7.9,
  "e_tot_ha": -912.9436,
  "smiles": "S=CCC=S"
}



Record 6
{
  "formula": "C3H4S2",
  "method": "ωB97M-V/def2-TZVPD",
  "elements": ["C", "C", "C", "S", "S", "H", "H", "H", "H"],
  "positions_angstrom": [[-1.75, 0.46, 0.11], [0.73, -1.46, -0.01], [1.43, -0.19, -0.03], [-3.34, 0.81, 0.03], [-0.94, -1.28, -0.18], [-1.03, 1.17, 0.29], [1.16, 0.60, 0.79], [1.23, 0.23, -0.92], [2.51, -0.34, -0.07]],
  "relative_energy_kj_mol": 351.5,
  "lumo_energy_ev": -1.375,
  "homo_ev": -8.65,
  "orbital_gap_ev": 7.3,
  "e_tot_ha": -912.9266
}



Record 7
{
  "formula": "C3H4S2",
  "method": "ωB97M-V/def2-TZVPD",
  "elements": ["C", "C", "C", "H", "H", "H", "H", "S", "S"],
  "positions_angstrom": [[-0.46, 0.10, -0.14], [1.00, 0.47, -0.70], [-0.30, -0.72, 1.16], [1.04, -0.07, -1.76], [1.56, 1.32, -0.35], [-0.88, -1.60, 1.51], [-0.27, -0.03, 1.99], [-1.79, 0.82, -0.76], [1.61, -0.74, 0.55]],
  "relative_energy_kj_mol": 203.4,
  "lumo_energy_ev": -0.611,
  "homo_ev": -8.93,
  "orbital_gap_ev": 8.3,
  "e_tot_ha": -912.9830
}



Record 8
{
  "formula": "C3H4Si",
  "method": "ωB97M-V/def2-TZVPD",
  "elements": ["C", "C", "C", "Si", "H", "H", "H", "H"],
  "positions_angstrom": [[1.60, -0.36, -0.07], [0.43, 0.51, -0.36], [0.50, -0.68, 0.57], [-0.57, -0.09, -1.96], [2.62, -0.20, -0.23], [0.49, 1.48, 0.12], [-0.11, -1.41, 1.09], [-2.56, -0.84, -0.34]],
  "relative_energy_kj_mol": 417.3,
  "lumo_energy_ev": [-1.193, -1.140],
  "homo_ev": [-7.37, -7.86],
  "orbital_gap_ev": [6.2, 6.7],
  "e_tot_ha": -405.9126
}



Record 9
{
  "formula": "C3H51O23",
  "method": "ωB97M-V/def2-TZVPD",
  "elements": ["C", "C", "C", "O", "H", "H", "H", "H", "H", "H", "H", "O", "H", "H", "O", "H", "H", "O", "H", "H", "O", "H", "H", "O", "H", "H", "O", "H", "H", "O", "H", "H", "O", "H", "H", "O", "H", "H", "O", "H", "H", "O", "H", "H", "O", "H", "H", "O", "H", "H", "O", "H", "H", "O", "H", "H", "O", "H", "H", "O", "H", "H", "O", "H", "H", "O", "H", "H", "O", "H", "H", "O", "H", "H", "O", "H", "H"],
  "positions_angstrom": [[-0.10, -1.12, 0.61], [-0.16, 0.36, 0.24], [0.68, 0.61, -0.91], [-1.46, 0.69, -0.19], [-0.50, -1.73, -0.12], [-0.62, -1.20, 1.54], [0.88, -1.48, 0.86], [0.11, 1.00, 1.14], [1.66, 0.15, -0.72], [0.86, 1.68, -1.12], [0.18, 0.28, -1.86], [0.61, -4.27, 0.48], [-0.04, -3.71, 0.90], [0.89, -3.87, -0.32], [-3.09, 2.07, 1.93], [-3.41, 2.87, 1.60], [-2.67, 1.69, 1.21], [-3.90, 1.70, -1.04], [-4.26, 1.62, -1.90], [-3.02, 1.35, -1.14], [0.25, -2.57, -2.63], [-0.18, -1.95, -3.23], [0.99, -2.09, -2.31], [2.47, 2.72, 0.86], [1.78, 2.29, 1.37], [3.30, 2.30, 1.01], [2.85, -1.85, -2.09], [3.30, -1.03, -1.78], [3.05, -1.93, -3.02], [-1.90, -3.63, 1.65], [-1.78, -3.56, 2.64], [-2.75, -3.32, 1.40], [3.52, 1.61, -1.64], [3.78, 1.02, -0.91], [4.14, 1.41, -2.36], [2.77, -0.24, 1.96], [2.05, -0.11, 1.34], [2.82, -1.18, 1.98], [-3.22, -0.69, 1.49], [-3.84, -0.56, 0.77], [-2.42, -0.50, 1.01], [2.55, -3.07, 2.26], [2.90, -3.40, 1.41], [1.62, -3.34, 2.17], [-1.43, 0.25, 3.61], [-2.12, 0.41, 2.96], [-1.82, 0.54, 4.44], [-1.31, -0.86, -4.18], [-1.79, -0.46, -4.88], [-1.94, -1.07, -3.50], [-2.53, -1.23, -1.87], [-1.90, -0.63, -1.40], [-2.32, -2.13, -1.63], [1.64, 2.39, -3.74], [1.86, 2.12, -2.86], [1.67, 1.56, -4.24], [-0.78, 3.34, 0.15], [-0.59, 3.62, 1.03], [-0.80, 2.41, 0.30], [0.94, -1.18, 4.00], [0.18, -0.84, 3.50], [1.70, -0.92, 3.47], [-1.77, 2.17, -2.73], [-1.39, 1.69, -1.99], [-1.58, 3.06, -2.56], [0.77, 1.83, 3.31], [0.41, 2.73, 3.30], [-0.02, 1.31, 3.29], [1.86, 4.50, -1.33], [2.67, 4.46, -1.83], [1.90, 3.92, -0.59], [1.47, -0.39, -4.27], [0.47, -0.44, -4.20], [1.74, -0.15, -3.38], [-2.01, -2.58, 4.12], [-2.05, -1.68, 4.11], [-1.79, -2.77, 5.04]],
  "relative_energy_kj_mol": 111.1,
  "lumo_energy_ev": 1.943,
  "homo_ev": -6.12,
  "orbital_gap_ev": 8.1,
  "e_tot_ha": -1875.4828,
  "charge": -1
}



Record 10
{
  "formula": "C3H57O26",
  "method": "ωB97M-V/def2-TZVPD",
  "elements": ["C", "C", "C", "O", "H", "H", "H", "H", "H", "H", "H", "O", "H", "H", "O", "H", "H", "O", "H", "H", "O", "H", "H", "O", "H", "H", "O", "H", "H", "O", "H", "H", "O", "H", "H", "O", "H", "H", "O", "H", "H", "O", "H", "H", "O", "H", "H", "O", "H", "H", "O", "H", "H", "O", "H", "H", "O", "H", "H", "O", "H", "H", "O", "H", "H", "O", "H", "H", "O", "H", "H", "O", "H", "H", "O", "H", "H", "O", "H", "H", "O", "H", "H", "O", "H", "H"],
  "positions_angstrom": [[-1.20, -0.11, 0.64], [-0.19, -0.47, -0.42], [1.23, 0.03, 0.01], [-0.22, -1.92, -0.57], [-1.15, 0.95, 0.92], [-0.93, -0.65, 1.54], [-2.24, -0.34, 0.43], [-0.38, -0.10, -1.42], [1.49, -0.17, 1.05], [1.37, 1.10, -0.17], [1.97, -0.51, -0.54], [-0.05, 1.48, 3.54], [-0.47, 2.10, 2.94], [-0.78, 0.92, 3.75], [-2.74, 2.92, 2.48], [-3.34, 3.54, 2.02], [-1.84, 3.05, 2.15], [2.21, -0.07, 3.93], [2.86, 0.42, 4.48], [1.34, 0.42, 3.96], [-2.59, -1.79, -1.88], [-3.16, -1.86, -1.10], [-1.68, -1.77, -1.55], [-2.55, 0.59, -3.00], [-2.90, 1.13, -2.32], [-2.71, -0.28, -2.65], [2.22, 3.05, 0.82], [2.83, 2.33, 1.15], [2.28, 3.01, -0.12], [3.94, -0.58, -3.52], [3.03, -0.71, -3.29], [4.13, -1.47, -3.64], [-0.69, -0.87, -4.58], [-1.06, -0.23, -3.97], [0.06, -0.41, -4.90], [-0.62, -2.37, 3.93], [-1.01, -3.30, 3.84], [-0.17, -2.27, 3.11], [-2.20, -2.92, 1.08], [-2.66, -3.43, 0.47], [-1.58, -2.52, 0.45], [-0.35, 3.52, 1.46], [-0.58, 4.40, 1.79], [0.60, 3.55, 1.37], [3.27, 2.08, -1.50], [3.66, 1.24, -1.20], [3.89, 2.41, -2.18], [3.36, -2.69, -0.71], [2.65, -2.65, -1.38], [3.35, -3.64, -0.59], [0.90, 4.16, -2.32], [1.70, 4.07, -2.84], [0.68, 3.25, -1.96], [-0.90, 2.63, -0.87], [-0.71, 3.02, -0.01], [-0.61, 1.75, -0.68], [-3.90, 1.80, -0.72], [-4.87, 1.97, -0.83], [-3.42, 2.60, -0.58], [3.62, -1.16, 2.13], [3.03, -1.10, 2.84], [3.97, -0.27, 2.08], [-4.16, 0.34, 1.78], [-3.96, 1.09, 1.20], [-3.42, 0.27, 2.34], [-2.31, -0.22, 3.58], [-2.80, -0.26, 4.38], [-1.95, -1.10, 3.51], [1.17, -2.53, 1.69], [0.73, -1.98, 0.98], [2.02, -2.10, 1.74], [1.02, 1.17, -2.87], [1.84, 1.26, -2.40], [0.98, 0.22, -2.68], [-4.84, -1.50, -0.19], [-5.25, -1.20, -1.02], [-4.58, -0.72, 0.25], [4.51, -0.20, -0.79], [4.22, -1.10, -0.62], [4.62, -0.31, -1.73], [-0.21, -4.37, -1.49], [-0.19, -4.74, -0.62], [-0.10, -3.51, -1.16], [1.48, -1.60, -2.70], [1.19, -2.08, -3.44], [0.78, -1.66, -2.06]],
  "relative_energy_kj_mol": 45.4,
  "lumo_energy_ev": 1.999,
  "homo_ev": -6.05,
  "orbital_gap_ev": 8.0,
  "e_tot_ha": -2104.8350,
  "charge": -1
}